ORCA calculation (ωB97M-V with the def2-TZVPD basis set) on a molecular structure, C35H30NNaO3SSb2.

Element x y z (Å)
Na (-3.146, 0.152, 0.535)
C (-0.256, -2.193, 1.677)
C (0.891, -1.221, 1.970)
C (0.535, 0.258, 1.795)
Sb (0.859, 0.968, -0.229)
C (0.886, 3.076, 0.131)
C (1.509, 3.901, -0.802)
C (1.557, 5.279, -0.625)
C (0.973, 5.852, 0.496)
C (0.335, 5.040, 1.425)
C (0.289, 3.664, 1.241)
C (3.037, 0.815, 0.135)
C (3.822, 1.776, 0.778)
C (5.184, 1.585, 0.988)
C (5.802, 0.418, 0.557)
C (5.045, -0.551, -0.085)
C (3.684, -0.348, -0.294)
Sb (-1.105, -2.191, -0.311)
C (0.738, -2.733, -1.333)
C (1.568, -3.775, -0.920)
C (2.744, -4.072, -1.597)
C (3.106, -3.335, -2.719)
C (2.282, -2.308, -3.156)
C (1.113, -2.010, -2.463)
C (-1.732, -4.245, -0.324)
C (-1.799, -4.913, -1.547)
C (-2.179, -6.246, -1.616)
C (-2.503, -6.936, -0.454)
C (-2.454, -6.280, 0.766)
C (-2.073, -4.944, 0.829)
H (-1.122, -1.993, 2.308)
H (0.060, -3.223, 1.874)
H (1.773, -1.475, 1.374)
H (1.203, -1.392, 3.009)
H (1.175, 0.893, 2.412)
H (-0.502, 0.460, 2.066)
H (1.955, 3.471, -1.694)
H (2.038, 5.902, -1.371)
H (0.995, 6.926, 0.635)
H (-0.161, 5.483, 2.281)
H (-0.263, 3.050, 1.941)
H (3.366, 2.696, 1.128)
H (5.761, 2.352, 1.493)
H (6.864, 0.269, 0.719)
H (5.508, -1.468, -0.432)
H (3.123, -1.123, -0.810)
H (1.294, -4.371, -0.053)
H (3.378, -4.880, -1.248)
H (4.025, -3.561, -3.248)
H (2.554, -1.722, -4.027)
H (0.495, -1.184, -2.801)
H (-1.539, -4.392, -2.464)
H (-2.223, -6.744, -2.579)
H (-2.806, -7.976, -0.504)
H (-2.731, -6.800, 1.676)
H (-2.076, -4.437, 1.787)
O (-1.647, 2.159, -1.778)
C (-2.064, 2.330, -0.631)
O (-1.698, 1.639, 0.392)
C (-2.980, 3.510, -0.356)
C (-2.386, 4.761, -0.493)
C (-3.088, 5.934, -0.252)
C (-4.424, 5.834, 0.123)
C (-5.024, 4.592, 0.247)
C (-4.338, 3.387, 0.015)
S (-5.203, 1.858, 0.161)
H (-1.342, 4.800, -0.795)
H (-2.607, 6.900, -0.355)
H (-5.004, 6.731, 0.316)
H (-6.069, 4.531, 0.532)
O (-5.169, -3.560, 1.747)
C (-4.325, -2.733, 1.512)
N (-3.485, -1.917, 1.299)

## Properties
Charge: -2
Max |F| (eV/Å): 0.828
E (eV): -72744.610
Spin multiplicity: 1

=====

ORCA calculation (ωB97M-V with the def2-TZVPD basis set) on a molecular structure, C35H31Br3N6O8 in a non-equilibrium geometry.

Element x y z (Å)
C (18.050, -1.080, -8.988)
Br (19.280, 0.197, -8.326)
Br (16.727, -1.872, -7.687)
Br (18.921, -2.438, -10.133)
H (17.308, -0.569, -9.600)
C (26.153, 7.053, -7.723)
C (26.292, 7.471, -6.478)
C (25.240, 7.263, -5.605)
C (24.107, 6.566, -5.977)
C (23.974, 6.147, -7.330)
C (25.002, 6.380, -8.197)
N (23.044, 6.358, -4.933)
O (23.350, 6.466, -3.720)
O (21.939, 6.076, -5.383)
H (26.916, 7.285, -8.451)
H (27.132, 8.063, -6.144)
H (25.203, 7.650, -4.597)
H (23.141, 5.549, -7.668)
H (24.804, 6.159, -9.235)
C (9.803, 0.528, -9.957)
C (10.348, 1.089, -8.792)
C (9.762, 2.208, -8.285)
C (8.666, 2.868, -8.865)
C (8.057, 2.279, -9.960)
C (8.605, 1.161, -10.484)
N (8.224, 4.190, -8.360)
O (7.208, 4.635, -8.916)
O (8.972, 4.784, -7.573)
H (10.224, -0.280, -10.538)
H (11.255, 0.773, -8.298)
H (10.202, 2.697, -7.428)
H (7.208, 2.708, -10.471)
H (8.302, 0.743, -11.432)
C (15.749, -9.450, -9.382)
C (14.967, -10.063, -10.403)
C (15.356, -9.865, -11.759)
C (16.495, -9.179, -12.086)
C (17.382, -8.750, -11.016)
C (16.929, -8.839, -9.638)
N (16.769, -8.869, -13.538)
O (16.091, -9.382, -14.455)
O (17.683, -8.088, -13.722)
H (15.428, -9.445, -8.351)
H (14.082, -10.566, -10.043)
H (14.717, -10.225, -12.551)
H (18.236, -8.168, -11.332)
H (17.524, -8.384, -8.860)
C (26.290, 0.799, -11.571)
C (27.661, 0.927, -11.865)
C (28.572, 0.028, -11.319)
C (28.070, -1.007, -10.561)
C (26.730, -1.221, -10.492)
C (25.856, -0.360, -10.977)
N (29.008, -2.039, -10.020)
O (30.099, -2.144, -10.490)
O (28.558, -2.820, -9.204)
H (25.590, 1.593, -11.786)
H (27.910, 1.821, -12.419)
H (29.641, 0.089, -11.462)
H (26.419, -2.117, -9.975)
H (24.813, -0.556, -10.780)
N (19.994, -0.487, 0.847)
C (20.977, 0.391, 0.520)
C (21.190, 0.955, -0.725)
C (20.296, 0.686, -1.798)
C (19.223, -0.162, -1.484)
C (19.107, -0.747, -0.184)
H (21.747, 0.645, 1.234)
H (22.005, 1.662, -0.779)
H (20.487, 1.063, -2.792)
H (18.480, -0.369, -2.241)
H (18.262, -1.382, 0.038)
N (15.009, 7.306, -4.383)
C (15.204, 5.984, -4.006)
C (15.437, 5.007, -4.969)
C (15.553, 5.274, -6.300)
C (15.270, 6.625, -6.678)
C (15.081, 7.601, -5.704)
H (15.218, 5.819, -2.939)
H (15.525, 3.975, -4.662)
H (15.701, 4.554, -7.090)
H (15.269, 7.083, -7.656)
H (14.995, 8.663, -5.883)

## Properties
Charge: 0
Max |F| (eV/Å): 4.050
E (eV): -272230.902
Spin multiplicity: 1

=====

| no. | HOMO (eV) |
| --- | --- |
| 1 | -1.304 |
| 2 | -9.623 |